One molecule with the formula C4H7NO. Source: the Open Molecules 2025 dataset; level of theory: wB97M-V/def2-TZVPD.

## Properties
**Relative energy (zero: lowest compared OMol25 entry of this formula, charge and spin)**: 2.5505 eV
**Orbital gap**: 10.7 eV
**Charge**: 0
**LUMO level**: 0.9568 eV
**SMILES**: O=CC[C@@H]1CN1

Last column: Löwdin charge in e.
Atoms and positions in Å:
O1 2.3492 0.2130 0.1833  0.05
C1 1.4852 -0.2183 -0.5411  -0.32
C2 0.4141 -1.2024 -0.1402  -0.11
C3 -0.8047 -0.2925 -0.0004  -0.31
N1 -0.9631 0.3946 1.2729  0.04
C4 -0.4986 1.1643 0.1277  -0.16
H1 0.5444 1.4577 0.2509  0.09
H2 1.3076 0.2104 -1.5547  0.14
H3 0.6715 -1.6922 0.8013  0.12
H4 0.2745 -1.9367 -0.9420  0.12
H5 -1.7158 -0.5799 -0.5282  0.14
H6 -1.9386 0.6012 1.4535  0.09
H7 -1.1219 1.8833 -0.3928  0.11